No. 1
Computed, not measured: C5H10N2S as an isolated structure in a non-equilibrium geometry, with the ωB97M-V functional and the def2-TZVPD basis.

Its energy above the lowest of the compared OMol25 structures with the same formula, charge and spin is 5.9622 eV. As for the HOMO energy: -8.94 eV. The charge is 0. The frontier orbital gap is 9.25 eV. Its LUMO energy is 0.308 eV. The calculation puts the total energy at -704.00470 Eh. The spin multiplicity is 1.

Structure (XYZ):
```
18
C5H10N2S | OMol25 | the ωB97M-V functional and the def2-TZVPD basis
C -1.79086 -0.58439 -0.18599
C -0.56789 -0.30006 -1.18501
C 0.64929 -0.41213 -0.42981
C 1.53337 -1.43511 -0.30500
C 1.05548 0.76541 0.09018
H -1.56877 -1.42236 0.61271
H -2.82959 -0.82868 -0.55603
H -1.97148 0.29626 0.34980
H -0.32571 -1.02963 -2.36587
H -0.57028 0.95712 -1.50546
H 1.07079 -2.46304 -0.61963
H 2.68863 -1.50169 0.03588
H 1.95746 1.28583 -1.43533
H 0.76412 2.25767 1.56765
H -1.84787 1.08976 2.62834
N 1.67757 1.65590 -0.61525
N 0.45624 1.26953 1.30241
S -0.38050 0.39961 2.61642
```

---

No. 2
Computed, not measured: C54H44AsCl2F5N3O5P2STeZr as an isolated structure in a non-equilibrium geometry, with the ωB97M-V functional and the def2-TZVPD basis.

As for the HOMO energy: -5.50 eV. The charge is -1. The frontier orbital gap is 7.45 eV. Its LUMO energy is 1.953 eV. The calculation puts the total energy at -7676.15297 Eh. The spin multiplicity is 1.

Structure (XYZ):
```
119
C54H44AsCl2F5N3O5P2STeZr | OMol25 | the ωB97M-V functional and the def2-TZVPD basis
Zr -10.89355 7.70734 19.25502
F -9.15119 12.06337 24.33119
C -9.12127 11.16448 23.32435
C -9.28120 11.64250 22.02180
F -9.42822 12.94788 21.80210
C -9.26474 10.72925 20.99296
F -9.49001 11.26280 19.78372
C -8.99199 9.37964 21.19738
S -8.55486 8.33713 19.86314
C -8.90785 8.93449 22.47107
F -8.57219 7.66641 22.76743
C -8.94912 9.82121 23.54768
F -8.83950 9.28906 24.74714
C -16.02360 0.90147 20.65207
N -14.65095 0.86714 20.06474
P -14.27795 -0.41855 18.98598
C -14.83800 -1.79357 20.10494
C -14.02678 -1.97664 21.20895
C -14.23826 -2.98350 22.15366
C -15.28287 -3.94926 21.93502
C -16.15378 -3.73152 20.86351
C -15.89177 -2.70008 19.96325
C -15.56224 -0.39733 17.71969
C -15.56592 -1.48005 16.88897
C -16.37914 -1.51048 15.70123
C -17.14995 -0.39247 15.43179
C -17.08867 0.74542 16.29267
C -16.37229 0.69898 17.48654
P -13.50238 2.09324 20.14624
C -13.17379 2.16234 21.94042
C -13.43353 1.07049 22.77424
C -13.00849 1.06968 24.12608
C -12.36292 2.13755 24.63980
C -12.21885 3.31284 23.85677
C -12.61288 3.35781 22.56372
C -14.67162 3.56752 20.08031
C -14.75840 4.24129 18.84972
C -15.77880 5.14457 18.70909
C -16.67282 5.39382 19.78111
C -16.39334 4.84766 21.04434
C -15.39421 3.88704 21.18820
H -16.28098 1.87931 20.96624
H -16.16925 0.24526 21.52439
H -16.75005 0.64998 19.91094
H -13.25789 -1.22457 21.38385
H -13.51679 -3.06783 22.95570
H -15.43022 -4.85316 22.53985
H -17.00029 -4.46671 20.68163
H -16.77691 -2.44084 19.27463
H -14.93550 -2.36015 17.15700
H -16.29893 -2.41998 15.07808
H -17.67048 -0.40669 14.50163
H -17.66186 1.61615 16.08482
H -16.35728 1.62994 18.09073
H -14.02321 0.21068 22.44176
H -13.08968 0.17989 24.78533
H -12.09908 2.25812 25.70132
H -11.82338 4.22708 24.34682
H -12.59679 4.23572 21.93081
H -14.14520 3.94222 17.96517
H -15.98934 5.61433 17.76226
H -17.50323 6.04011 19.72057
H -17.03635 5.00195 21.90324
H -15.31883 3.21338 22.05093
Te -16.49524 9.00105 19.52871
O -11.69432 6.34139 17.64785
N -10.62194 6.15458 17.03346
O -9.63896 6.66129 17.59942
O -12.02849 9.78222 22.77491
C -12.55878 8.82450 22.27956
C -13.98060 8.23403 22.60220
C -14.10060 7.03153 21.58854
C -12.79769 7.03071 20.92087
O -12.32362 6.17392 20.10820
N -12.00194 8.04739 21.28130
H -14.78519 8.93313 22.40475
H -14.05945 7.87038 23.68152
H -14.84814 7.11240 20.79513
H -14.26133 6.04489 22.04335
Cl -8.52862 10.30112 15.72746
C -8.36624 11.61690 16.77760
Cl -7.14768 11.30913 17.96309
H -9.32994 11.64065 17.27356
H -8.25073 12.60775 16.17493
O -11.60600 9.15573 18.51398
As -15.56697 10.89594 18.20011
C -14.58272 12.20704 19.29699
C -15.20333 13.37479 19.64608
C -14.51762 14.22695 20.49699
C -13.11647 14.02361 20.71128
C -12.53322 12.82871 20.29120
C -13.24626 11.89112 19.54716
C -16.95406 11.86783 17.24371
C -18.22099 11.81662 17.78901
C -19.24850 12.56218 17.18937
C -18.97866 13.44950 16.12618
C -17.67909 13.47493 15.66605
C -16.63617 12.72697 16.21750
C -14.33818 10.36826 16.82704
C -14.48291 9.17648 16.13244
C -13.55578 8.99127 15.09141
C -12.60025 9.91721 14.80504
C -12.56707 11.07770 15.53109
C -13.45811 11.37109 16.52995
H -16.26849 13.53413 19.50126
H -15.08419 14.95900 20.92022
H -12.54015 14.71499 21.33338
H -11.54585 12.60093 20.57238
H -12.70709 11.04423 19.29899
H -18.53922 11.25020 18.59855
H -20.18013 12.49889 17.75638
H -19.71235 14.11052 15.71162
H -17.31642 14.18754 14.91468
H -15.59442 12.87125 15.93029
H -15.23532 8.41909 16.41324
H -13.59133 8.03293 14.58515
H -11.72791 9.75827 14.19742
H -11.89169 11.81309 15.16711
H -13.46820 12.26148 17.14124
```